{"formula": "C4H8NO2", "method": "ωB97M-V/def2-TZVPD", "fmax_ev_per_a": 5.228, "homo_energy_ha": -0.13543, "e_lumo_ev": 4.0194, "gap_ev": 7.705, "smiles": "NCCCC(=O)[O-]", "total_charge": -1, "elements": ["N", "C", "C", "C", "C", "O", "O", "H", "H", "H", "H", "H", "H", "H", "H"], "xyz": [[0.6641, 1.4654, -1.6752], [1.0354, 1.2051, -0.2957], [0.6350, -0.2226, 0.4222], [-0.8157, -0.8581, 0.0576], [-1.4305, -1.3031, 1.4506], [-1.0397, -0.7197, 2.5440], [-2.3699, -2.0599, 1.1195], [-0.4047, 1.6798, -1.8061], [0.8770, 0.7053, -2.3322], [0.5593, 1.9952, 0.2900], [2.1301, 1.1664, -0.3741], [1.3006, -0.9800, 0.2308], [0.7226, -0.3465, 1.4838], [-1.1830, -0.0320, -0.5394], [-0.6805, -1.6955, -0.5757]], "atomic_forces_ev_per_a": [[-3.1, 0.3, -1.4], [-0.3, -2.6, 0.9], [-2.0, 1.0, -1.7], [4.0, 2.5, 2.2], [-0.9, 2.4, -0.9], [-1.1, -2.2, -2.3], [-0.3, -0.7, 2.1], [2.7, -0.8, 0.5], [-0.1, 0.2, 0.6], [0.8, 0.1, 0.1], [-0.1, 0.7, 0.9], [2.3, -1.6, -1.7], [-0.4, 1.6, 0.9], [-1.5, -0.1, 0.3], [-0.1, -0.9, -0.6]]}

{"formula": "C4H8NO2", "method": "ωB97M-V/def2-TZVPD", "fmax_ev_per_a": 3.188, "homo_energy_ha": -0.14571, "e_lumo_ev": 3.9855, "gap_ev": 7.950, "smiles": "CN(C)CC(=O)[O-]", "total_charge": -1, "elements": ["C", "N", "C", "C", "C", "O", "O", "H", "H", "H", "H", "H", "H", "H", "H"], "xyz": [[-0.8987, -1.0991, -0.5536], [0.1985, -0.1324, -0.5347], [-0.0529, 0.9524, -1.4601], [0.7632, 0.4763, 0.7057], [0.6442, -0.5004, 1.9912], [1.1142, -0.0522, 3.1001], [-0.0193, -1.5536, 1.9317], [-0.6739, -1.8215, 0.4218], [-1.0651, -1.4092, -1.7295], [-1.8673, -0.4918, -0.2322], [-0.6947, 1.8253, -1.0585], [-0.7174, 0.4453, -2.3539], [0.9098, 1.3386, -1.9623], [1.8724, 0.4910, 0.5187], [0.4870, 1.5315, 1.2156]], "atomic_forces_ev_per_a": [[-1.5, 0.3, 1.0], [0.2, 2.0, -0.3], [-1.1, -0.6, -2.8], [1.1, -1.5, 2.2], [0.0, 1.4, 2.5], [-0.1, 0.0, -2.4], [0.2, -0.5, -0.5], [-0.5, 1.2, -2.8], [0.5, 0.2, 3.1], [1.1, -1.3, -0.7], [0.9, -1.1, -0.4], [1.6, 1.5, 1.8], [-1.3, -0.3, 0.9], [-0.9, 0.5, 0.2], [-0.1, -2.0, -1.9]]}

{"formula": "C4H8NO2", "method": "ωB97M-V/def2-TZVPD", "fmax_ev_per_a": 1.612, "homo_energy_ha": -0.12873, "e_lumo_ev": 3.9077, "gap_ev": 7.411, "smiles": "CC(C)NC(=O)[O-]", "total_charge": -1, "elements": ["C", "C", "C", "N", "C", "O", "O", "H", "H", "H", "H", "H", "H", "H", "H"], "xyz": [[-0.5033, 1.0397, 1.0069], [0.1928, -0.1160, 0.2757], [-0.0916, -1.4884, 0.9288], [-0.2233, -0.1551, -1.1350], [0.7935, 0.4145, -2.0563], [0.6279, 1.6075, -2.3818], [1.7035, -0.3736, -2.3838], [-0.4994, 1.9035, 0.3324], [-1.6077, 0.9856, 1.0110], [-0.0738, 1.2310, 1.9866], [1.2504, 0.1296, 0.3678], [-0.5998, -1.3287, 1.8890], [0.8303, -2.0290, 1.1213], [-0.6967, -2.1439, 0.3047], [-1.1028, 0.3232, -1.2673]], "atomic_forces_ev_per_a": [[-1.0, 0.4, -1.2], [-1.1, -0.2, -0.3], [0.1, 0.3, 0.6], [0.6, -0.3, 0.0], [0.3, -0.3, -0.1], [-0.3, 0.1, -0.1], [-0.1, 0.2, 0.3], [1.1, 0.3, 0.3], [0.2, -0.9, 0.7], [-0.2, 0.2, 0.1], [0.2, -0.3, -0.4], [0.0, -0.3, 0.0], [0.2, -0.1, 0.1], [-0.1, 0.3, -0.1], [0.1, 0.4, 0.1]]}

{"formula": "C4H8NO2", "method": "ωB97M-V/def2-TZVPD", "fmax_ev_per_a": 3.949, "homo_energy_ha": -0.49818, "e_lumo_ev": -4.0293, "gap_ev": 9.527, "total_charge": 1, "elements": ["C", "C", "C", "C", "N", "O", "O", "H", "H", "H", "H", "H", "H", "H", "H"], "xyz": [[0.1889, -1.2049, -0.4286], [-0.5810, -0.1883, 0.0715], [1.4870, -0.7806, -0.0637], [1.3142, 1.7077, -0.2424], [-2.0422, -0.7233, 0.1691], [2.4697, -1.6636, 0.1457], [1.9052, 0.4761, 0.0777], [-0.0188, -2.2056, -0.9056], [0.8144, 1.5281, -1.2190], [2.1123, 2.4675, -0.3278], [0.6845, 2.0521, 0.5098], [-1.9696, -1.7119, -0.2081], [-2.6359, -0.1440, -0.3798], [-2.5274, -0.6249, 1.0242], [3.1582, -1.5753, 0.8432]], "atomic_forces_ev_per_a": [[-0.3, 0.5, -0.2], [-1.4, -1.0, 0.5], [3.5, 1.8, 0.4], [0.4, 0.6, -2.6], [1.7, -1.7, -2.1], [-1.5, -0.3, -0.1], [1.0, -3.3, 0.9], [0.3, 1.0, 0.9], [0.0, 0.8, 0.7], [0.0, -0.8, -0.2], [-1.4, 0.2, 1.1], [-1.2, 1.2, 0.8], [-0.5, 0.5, -1.5], [0.1, -0.4, 1.9], [-0.6, 0.9, -0.7]]}